11
Properties=species:S:1:pos:R:3:forces:R:3:lowdin_charge:R:1 method="wB97M-V/def2-TZVPD" total_energy_ev=-5723.480 max_force_ev_per_a=4.44 total_charge=0 homo_energy_ev=-9.47 smiles=CNCO
O 0.00728 -0.54320 1.48441 -0.23 0.15 -3.16 -0.150
N -0.55781 0.36364 -0.53915 3.42 -2.81 -0.41 -0.109
C 0.40730 -0.50944 -1.46315 -2.47 2.94 0.33 -0.048
C 0.08499 0.74658 0.70614 -2.41 -0.70 1.20 -0.275
H 0.06826 -0.29635 -2.50394 0.85 0.08 0.66 0.086
H 1.12357 1.12993 0.69544 -0.32 -0.49 -0.28 0.105
H -0.58266 1.52680 1.23040 1.03 -1.16 -0.71 0.130
H 1.43755 -0.31675 -1.21778 0.39 0.24 -0.30 0.069
H -0.99363 0.98663 -1.13222 -0.85 2.11 -0.73 0.053
H 0.17348 -1.51044 -1.32271 -0.22 -1.98 0.48 0.029
H -0.33389 -1.14260 0.69164 0.82 1.60 2.92 0.109

***

12
Properties=species:S:1:pos:R:3:forces:R:3:lowdin_charge:R:1 method="wB97M-V/def2-TZVPD" total_energy_ev=-7768.295 max_force_ev_per_a=12.31 total_charge=0 homo_energy_ev=-7.41 smiles="CC(N)=O.O"
O 1.91975 -0.07301 -0.22330 8.39 4.98 -1.11 -0.153
O 0.38062 -0.87746 0.22766 -11.29 -4.23 2.47 -0.085
N -1.79933 -0.43034 -0.22111 -6.24 -2.86 1.81 0.095
C -0.54788 -0.07698 0.05421 1.84 -0.38 0.78 -0.620
C -0.20302 1.37818 0.07071 1.91 0.08 0.23 -0.014
H 1.39443 0.14367 0.61024 2.91 -1.05 -2.00 0.030
H 0.54742 1.46817 -0.80141 -1.42 0.35 1.18 0.120
H -1.11313 2.01596 0.00160 1.14 -0.10 0.38 0.085
H -2.74060 0.19024 -0.07760 3.74 -1.43 -0.59 0.171
H 2.14598 -1.00562 -0.21573 0.04 0.48 0.38 0.059
H -2.05994 -1.43979 0.23113 1.11 3.12 -1.87 0.176
H 0.52362 1.43630 1.01525 -2.12 1.03 -1.68 0.134

***

12
Properties=species:S:1:pos:R:3:forces:R:3:lowdin_charge:R:1 method="wB97M-V/def2-TZVPD" total_energy_ev=-7767.768 max_force_ev_per_a=2.53 total_charge=0 homo_energy_ev="-9.61 / -9.61"
O -0.73597 -0.10078 -0.32531 1.45 0.18 0.82 -0.241
O 1.71340 -0.82453 0.00352 -0.61 0.61 0.36 -0.021
N 0.87508 0.21512 0.39126 -1.57 -1.54 0.31 -0.075
C -1.75589 -0.79378 0.33896 0.04 -0.94 0.40 -0.171
C 1.09017 1.28750 -0.51360 -1.46 0.32 -2.04 -0.112
H 1.85793 -1.30484 0.83475 -0.23 -0.02 -0.29 0.111
H 0.28072 1.02570 -1.29208 1.66 1.03 0.18 0.110
H 2.09769 1.33046 -0.93227 -0.17 -0.16 0.24 0.089
H -2.01276 -1.70510 -0.22169 0.17 0.04 0.05 0.072
H -1.48462 -1.12432 1.35298 0.17 0.20 -0.16 0.080
H -2.69746 -0.23769 0.43431 0.35 0.44 -0.07 0.072
H 0.77172 2.23227 -0.07084 0.20 -0.18 0.18 0.085

***

13
Properties=species:S:1:pos:R:3:forces:R:3:lowdin_charge:R:1 method="wB97M-V/def2-TZVPD" total_energy_ev=-17063.559 max_force_ev_per_a=3.77 total_charge=-1 homo_energy_ev=-4.71
P -1.93600 -0.68355 0.95077 -1.13 0.36 1.46 0.124
O -0.53114 -0.97780 1.34613 0.43 0.20 -0.55 -0.452
O -2.84721 0.25797 1.68006 0.38 0.18 0.16 -0.478
N -2.11124 -0.20890 -0.63387 -0.05 0.75 -1.81 -0.132
C 3.08692 0.58007 -0.16108 -1.34 0.11 -0.28 -0.119
C 1.78166 0.73331 -0.58286 3.36 -0.17 1.70 -0.073
H 1.06704 0.03425 -0.09917 -0.26 1.11 -0.58 0.023
H -3.03517 0.01144 -0.94876 -0.69 0.48 0.81 0.013
H -1.74311 -0.60798 -1.46509 1.31 -0.83 -0.10 0.007
H 3.31706 -0.08516 0.70730 -0.05 0.27 -1.16 0.042
H -2.65071 -1.86461 0.98776 -0.18 -1.13 -0.05 -0.025
H 1.66517 1.66023 -1.16313 -0.88 -0.99 -0.28 0.040
H 3.93675 1.15072 -0.61808 -0.91 -0.34 0.68 0.030

***

13
Properties=species:S:1:pos:R:3:forces:R:3:lowdin_charge:R:1 method="wB97M-V/def2-TZVPD" total_energy_ev=-17053.708 max_force_ev_per_a=3.45 total_charge=+1 homo_energy_ev=-14.02 smiles="[NH3+][C@H](O)CP=O"
P -2.49166 -0.32543 -0.57498 0.63 0.66 -1.74 1.059
O -2.15433 -1.16048 0.58458 -1.19 -0.95 1.52 -0.460
O -0.76916 1.52703 0.37765 -0.75 -0.71 0.13 -0.023
N 0.14951 -0.58370 0.89762 0.25 0.60 1.81 0.160
C -0.69339 -0.18984 -1.30763 -1.26 1.81 -1.45 -0.265
C 0.04758 0.52850 -0.15774 -2.60 -2.23 0.38 -0.394
H -0.89260 -0.89766 1.28173 1.82 0.73 -1.19 0.136
H 1.00953 0.84962 -0.28814 2.45 0.87 -0.91 0.129
H -0.46479 -1.21705 -1.64054 0.53 0.37 0.63 0.090
H -0.49638 2.45079 0.37221 0.61 -0.21 -0.24 0.138
H -0.67401 0.43602 -2.25841 -0.08 -0.59 1.24 0.109
H 0.81885 -0.27285 1.61684 -0.52 -0.26 0.01 0.168
H 0.53324 -1.43020 0.48957 0.12 -0.08 -0.19 0.152

***

14
Properties=species:S:1:pos:R:3:forces:R:3:lowdin_charge:R:1 method="wB97M-V/def2-TZVPD" total_energy_ev=-29440.836 max_force_ev_per_a=4.60 total_charge=0 homo_energy_ev=-9.11
S -0.00043 -1.41485 2.19836 -0.21 1.85 1.09 0.708
S -1.47865 1.27344 0.48833 -0.32 -1.42 -4.13 0.893
O -0.76008 1.95827 1.53310 1.65 2.18 3.16 -0.644
O 1.23094 0.83572 0.36552 -0.15 0.98 0.57 -0.012
N 0.13656 0.11652 -1.59131 -1.11 -3.17 0.89 0.091
C -0.13423 -1.20311 0.42509 -2.13 -0.27 -0.86 -0.583
C 0.21137 0.17824 -0.19043 -2.17 -1.56 1.09 -0.751
H 0.62637 -0.71087 -1.94772 -0.35 0.20 0.18 0.110
H 0.81449 1.35794 1.13169 0.41 -0.15 -0.54 0.085
H -1.26057 -1.34532 0.07411 2.44 -0.35 0.62 0.102
H 0.53123 -2.04814 0.14878 -0.48 0.68 -0.86 0.066
H 0.63817 0.85934 -1.86304 2.09 3.60 -1.97 0.037
H -0.17019 -0.07007 2.58346 0.05 -1.48 -0.32 -0.107
H -1.55613 2.19870 -0.64619 0.26 -1.07 1.07 0.004

***

14
Properties=species:S:1:pos:R:3:forces:R:3:lowdin_charge:R:1 method="wB97M-V/def2-TZVPD" total_energy_ev=-29438.116 max_force_ev_per_a=3.93 total_charge=0 homo_energy_ev=-8.83
S -1.24597 -0.73763 -0.00865 1.55 0.00 -0.64 0.692
S 1.43549 0.53985 -0.58630 -1.96 -0.90 0.48 0.483
O -2.40736 0.39402 0.29440 1.44 -1.31 -0.25 -0.364
O -1.42835 -1.39850 -1.30741 -0.13 1.22 1.73 -0.354
N -1.08677 -1.62163 1.17012 -0.71 -0.83 -2.93 -0.160
C 1.96239 -1.07200 -1.26198 1.72 0.06 2.65 -0.540
C -2.34676 1.58392 -0.47835 -2.84 2.54 0.99 -0.154
H 2.48116 -1.72180 -0.44636 -1.05 1.12 -1.31 0.059
H -1.64851 2.34403 0.03456 -0.51 -1.37 -1.49 0.107
H -3.43548 2.06045 -0.22367 2.48 -1.07 -0.94 0.136
H 2.74342 -0.82584 -1.98611 -0.57 -0.37 -0.44 0.016
H 1.05664 -1.54065 -1.56704 -0.29 -0.59 -0.98 -0.027
H -2.31852 1.36705 -1.57896 0.52 0.49 1.13 0.098
H -0.90223 -1.48552 2.10635 0.35 1.01 1.98 0.011

***

13
Properties=species:S:1:pos:R:3:forces:R:3:lowdin_charge:R:1 method="wB97M-V/def2-TZVPD" total_energy_ev=-9819.832 max_force_ev_per_a=1.77 total_charge=0 homo_energy_ev=-10.18 smiles="O=CO.NCO"
O 1.80446 0.21714 0.11081 0.13 0.55 -0.03 0.041
O 1.81621 -1.00633 -1.75792 0.08 0.11 -0.12 0.047
O -0.75017 -0.02364 1.90018 -0.19 -0.27 -0.23 -0.042
N -1.06483 0.26911 -0.49716 1.12 1.32 0.40 0.011
C 2.40113 -0.41986 -0.88808 0.85 -0.52 -0.44 -0.412
C -1.64485 -0.03961 0.81134 -0.46 -0.07 -1.33 -0.317
H 0.01498 0.53319 1.73745 -0.03 0.10 -0.13 0.067
H -1.05158 1.24948 -0.75597 -0.23 0.06 0.31 0.088
H -2.01291 -1.03742 0.62327 -0.12 -0.53 0.78 0.113
H -1.37686 -0.22125 -1.31965 -0.13 -0.58 0.37 0.088
H -2.51165 0.58925 1.02941 0.11 0.20 0.12 0.112
H 3.53034 -0.38215 -0.85945 -1.00 0.11 0.33 0.148
H 0.84571 0.27209 -0.13422 -0.14 -0.47 -0.03 0.057

***

What are the M values for these records? In order: 61.08, 77.08, 77.08, 108.06, 108.06, 141.22, 141.22, 93.08 g/mol.
What are the relative energy (zero: lowest compared OMol25 entry of this formula, charge and spin) values for these records? In order: 40.6, 120.6, 132.8, 16.2, 34.5, 66.7, 129.4, 26.0 kcal per mole.